[1]
{"formula": "C7H12Ag5BBr6F4O3", "method": "ωB97M-V/def2-TZVPD", "total_charge": 2, "relative_energy_kj_mol": 0.0, "symbols": ["Ag", "Ag", "Ag", "Ag", "Ag", "C", "O", "O", "O", "B", "F", "F", "F", "F", "Br", "C", "C", "Br", "H", "H", "H", "H", "Br", "C", "C", "Br", "H", "H", "H", "H", "Br", "C", "C", "Br", "H", "H", "H", "H"], "coordinates": [[-4.151, -2.402, -0.114], [-2.962, 0.279, -1.757], [-0.841, -2.846, -1.355], [-1.867, 1.682, 0.998], [-2.964, -1.473, 3.056], [-1.317, -1.038, 0.768], [-1.063, -0.491, 1.881], [-1.961, -2.183, 0.723], [-1.222, -0.372, -0.326], [-2.655, 3.248, -1.192], [-3.036, 3.598, 0.110], [-3.737, 2.523, -1.764], [-2.375, 4.372, -1.914], [-1.547, 2.360, -1.172], [3.239, 2.338, 0.384], [3.308, 0.438, -0.140], [2.127, -0.279, 0.490], [2.200, -2.110, -0.254], [4.248, 0.053, 0.239], [3.267, 0.441, -1.223], [1.126, 0.094, 0.320], [2.346, -0.348, 1.554], [0.750, 4.201, -3.650], [-0.088, 2.432, -3.922], [0.465, 1.342, -3.001], [2.142, 0.625, -3.764], [0.032, 2.074, -4.941], [-1.135, 2.649, -3.725], [-0.206, 0.491, -2.887], [0.645, 1.803, -2.033], [-1.244, -3.289, 4.168], [0.429, -3.391, 3.121], [1.442, -2.440, 3.734], [2.303, -3.190, 5.331], [0.214, -3.002, 2.129], [0.770, -4.420, 3.103], [1.034, -1.461, 3.965], [2.286, -2.305, 3.061]], "forces_ev_per_a": [[0.74, -0.06, 0.30], [0.53, 0.65, 0.08], [0.67, 0.39, 0.44], [0.39, 0.30, 0.78], [0.81, -0.27, 0.40], [-2.10, 1.65, 0.15], [-0.08, -0.35, -0.26], [-0.48, -1.29, -0.35], [0.37, -0.40, -0.95], [-0.58, 2.63, -1.03], [0.39, -0.84, 0.70], [-0.14, -1.15, -0.20], [0.01, -0.72, 0.10], [0.30, -0.46, -0.02], [-0.14, -0.53, -0.05], [-0.60, 0.86, -0.05], [1.04, 0.07, 0.22], [-0.74, -0.28, 0.02], [0.02, -0.07, -0.09], [0.11, -0.09, -0.01], [0.16, 0.22, -0.30], [-0.40, -0.29, 0.05], [-0.08, -1.01, -0.21], [0.07, -0.08, 0.08], [0.39, 0.96, -0.23], [-0.57, 0.15, 0.47], [0.00, 0.56, -0.19], [-0.06, -0.20, 0.06], [-0.08, -0.03, -0.16], [0.38, -0.38, 0.12], [-0.09, -0.34, 0.00], [0.42, 1.27, 0.10], [0.67, -0.55, 0.39], [-0.48, 0.26, -0.28], [-0.32, -0.30, -0.07], [-0.25, -0.10, 0.11], [-0.13, -0.07, 0.13], [-0.15, -0.10, -0.25]]}

[2]
{"formula": "C7H12Br2ClN3O4", "method": "ωB97M-V/def2-TZVPD", "symbols": ["C", "C", "Br", "C", "Br", "C", "C", "N", "C", "N", "N", "C", "H", "H", "H", "H", "H", "H", "H", "H", "H", "H", "H", "H", "O", "Cl", "O", "O", "O"], "coordinates": [[-3.192, -0.619, 0.143], [-2.028, 0.159, -0.392], [-2.425, 1.281, -1.888], [-0.782, 0.155, 0.092], [-0.486, -0.933, 1.595], [0.391, 0.915, -0.474], [0.887, 0.239, -1.749], [2.224, 0.749, -2.181], [2.749, 1.799, -1.460], [3.441, 2.699, -2.139], [2.608, 1.862, -0.151], [1.551, 1.051, 0.500], [-3.040, -1.692, 0.007], [-4.121, -0.315, -0.332], [-3.285, -0.469, 1.220], [0.044, 1.931, -0.701], [0.193, 0.419, -2.565], [0.954, -0.839, -1.600], [2.908, 0.005, -2.258], [4.037, 3.375, -1.689], [3.410, 2.668, -3.145], [2.778, 2.765, 0.271], [1.957, 0.083, 0.791], [1.250, 1.576, 1.402], [-2.052, -3.173, 4.608], [-2.408, -3.783, 3.348], [-1.217, -4.320, 2.722], [-2.968, -2.765, 2.473], [-3.377, -4.824, 3.553]], "forces_ev_per_a": [[0.06, 0.12, 0.03], [0.16, 0.04, 0.18], [0.04, 0.04, -0.05], [-0.51, 0.05, -0.16], [0.14, -0.30, 0.16], [-0.20, 0.00, 0.03], [0.17, -0.11, -0.06], [-0.35, 0.11, 0.45], [0.21, -0.65, -0.16], [0.40, 0.15, 0.01], [-0.71, 0.76, -0.04], [0.25, -0.18, 0.06], [0.00, 0.02, 0.02], [0.04, -0.04, -0.06], [0.04, -0.06, 0.01], [0.02, -0.06, -0.12], [-0.06, -0.01, 0.02], [0.05, 0.03, 0.10], [0.04, 0.11, -0.40], [-0.08, 0.04, -0.03], [0.07, -0.12, 0.02], [0.14, -0.09, 0.09], [0.01, 0.02, -0.03], [0.04, -0.04, 0.05], [0.01, 0.01, -0.01], [0.06, 0.13, -0.04], [0.00, 0.01, -0.01], [-0.10, 0.05, -0.06], [0.05, -0.04, 0.00]]}

[3]
{"formula": "C7H12BrN3O2S", "method": "ωB97M-V/def2-TZVPD", "smiles": "CC\\C(N)=N/C=C(Br)\\C=C/S(N)(=O)=O", "relative_energy_kj_mol": 0.0, "symbols": ["C", "C", "C", "C", "C", "C", "C", "N", "N", "N", "O", "O", "S", "Br", "H", "H", "H", "H", "H", "H", "H", "H", "H", "H", "H", "H"], "coordinates": [[-0.564, -1.721, 1.217], [-0.592, 0.588, 2.009], [-1.078, -0.722, 2.034], [-0.226, -1.404, -0.084], [1.089, 0.471, 0.296], [1.825, 2.324, -1.158], [0.897, 1.106, -1.060], [0.444, 0.961, 1.332], [2.322, -0.028, 0.524], [-2.729, -1.778, -0.877], [-2.036, 0.568, -0.351], [-1.116, -0.513, -2.368], [-1.516, -0.606, -0.987], [-2.042, -1.215, 3.601], [-0.366, -2.706, 1.631], [-0.927, 1.285, 2.767], [0.269, -2.119, -0.717], [2.861, 2.024, -1.297], [1.758, 2.918, -0.248], [1.533, 2.948, -1.998], [1.108, 0.396, -1.857], [-0.134, 1.436, -1.163], [2.966, -0.178, -0.230], [2.592, -0.311, 1.450], [-3.633, -1.342, -0.779], [-2.709, -2.381, -1.686]], "forces_ev_per_a": [[-0.17, 0.42, 0.80], [0.76, 0.46, -0.25], [-0.21, -1.34, 0.09], [-0.57, 0.61, -0.58], [0.54, -0.17, -0.20], [-0.04, -0.07, 0.12], [0.02, 0.20, -0.21], [-0.22, 0.78, 0.67], [0.14, 0.05, 0.05], [0.28, 0.48, 0.13], [-0.27, 0.01, 0.19], [0.14, -0.25, -0.04], [-0.42, -1.25, -0.42], [0.03, 0.00, 0.01], [-0.15, -0.06, -0.04], [-0.12, -0.01, 0.08], [0.14, -0.18, -0.17], [0.12, 0.05, -0.01], [0.02, 0.09, 0.01], [-0.01, 0.01, -0.10], [-0.01, 0.03, 0.03], [0.23, -0.02, 0.07], [-0.02, 0.01, -0.03], [-0.06, 0.00, -0.02], [-0.18, 0.19, 0.02], [0.05, -0.06, -0.18]]}

[4]
{"formula": "C7H12BrNO2", "method": "ωB97M-V/def2-TZVPD", "smiles": "C[C@@H](O)[C@]1(Br)CCN(C)C1=O", "relative_energy_kj_mol": 0.0, "symbols": ["C", "C", "C", "C", "C", "C", "C", "N", "O", "O", "Br", "H", "H", "H", "H", "H", "H", "H", "H", "H", "H", "H", "H"], "coordinates": [[-0.104, -0.446, -0.877], [0.163, -0.124, 1.474], [0.599, -1.522, 1.097], [-0.921, 0.248, 0.463], [-0.053, 2.612, 0.166], [1.392, -2.406, -1.301], [-1.263, 1.702, 0.110], [0.711, -1.427, -0.370], [-0.109, 0.050, -1.980], [-1.919, 1.964, -1.094], [-2.508, -0.799, 0.485], [-0.275, -0.159, 2.432], [0.927, 0.585, 1.682], [1.580, -1.919, 1.382], [-0.149, -2.249, 1.420], [0.647, 2.569, -0.595], [0.558, 2.218, 0.987], [-0.446, 3.510, 0.321], [0.637, -2.945, -1.916], [1.976, -1.847, -2.182], [2.076, -3.007, -0.784], [-2.060, 1.944, 0.860], [-1.459, 1.449, -1.780]], "forces_ev_per_a": [[0.31, 1.38, 2.39], [-1.43, -0.66, 1.11], [0.89, -0.77, -1.38], [2.85, -1.01, -4.23], [0.59, -4.25, 2.43], [-1.06, 2.95, -2.57], [-0.45, 0.22, 0.89], [-0.64, -0.19, -1.79], [-0.26, -0.72, -0.47], [-0.44, -1.10, -0.82], [-0.75, -0.48, 0.59], [-0.86, -0.33, 1.47], [0.92, 0.52, -0.94], [-0.16, 0.63, 0.74], [-0.09, -0.07, -0.15], [0.67, -0.15, -2.32], [-0.19, 1.10, 0.43], [-0.90, 4.11, 0.70], [0.41, -0.11, 0.94], [-1.04, -0.72, 2.27], [0.70, -0.97, 0.79], [0.99, 0.43, -0.11], [-0.05, 0.18, 0.02]]}

[5]
{"formula": "C7H12Cl2S", "method": "ωB97M-V/def2-TZVPD", "symbols": ["C", "C", "C", "C", "C", "C", "C", "H", "H", "H", "H", "H", "H", "H", "H", "H", "H", "H", "H", "S", "Cl", "Cl"], "coordinates": [[2.843, -1.302, 0.813], [3.166, -0.199, -0.071], [3.123, 1.096, 0.758], [-4.630, -0.475, -0.960], [-1.887, -0.406, -0.392], [-1.849, 1.081, -0.300], [-1.783, 2.301, -0.074], [1.850, -1.133, 1.347], [3.533, -1.209, 1.745], [2.928, -2.163, 0.298], [2.989, 2.091, 0.115], [2.060, 0.601, 1.421], [3.977, 1.009, 1.393], [-4.550, -0.881, -1.926], [-5.634, -0.895, -0.613], [-4.597, 0.595, -0.944], [-1.649, -0.920, -1.347], [-1.272, -0.794, 0.430], [-1.948, 3.402, 0.304], [-3.476, -1.169, 0.163], [4.765, -0.614, -0.655], [2.043, -0.017, -1.507]], "forces_ev_per_a": [[-1.38, 1.81, 4.84], [-0.05, 2.17, -0.84], [-3.94, -0.99, -0.54], [-2.14, -0.86, 1.07], [-0.55, -0.21, 0.48], [0.23, 2.72, 0.44], [-1.05, -1.05, 0.47], [0.78, -0.69, -1.25], [-0.67, -0.58, -1.82], [0.11, -3.30, -1.07], [0.26, -2.33, 1.83], [2.99, 3.23, -1.57], [0.43, 0.68, 0.61], [0.48, -0.27, -1.50], [1.11, 0.98, -0.23], [-0.23, 0.57, -0.05], [0.26, 0.97, 0.51], [0.43, 0.06, -0.52], [0.66, -2.98, -1.25], [0.84, 0.07, 0.56], [1.16, 0.32, -0.84], [0.26, -0.34, 0.66]]}

[6]
{"formula": "C7H12Cl3O5RhSe2", "method": "ωB97M-V/def2-TZVPD", "relative_energy_kj_mol": 148.2, "symbols": ["Rh", "O", "C", "C", "C", "O", "C", "Se", "C", "Se", "H", "H", "H", "H", "H", "H", "H", "H", "H", "H", "Cl", "C", "Cl", "Cl", "C", "O", "O", "O", "H", "H"], "coordinates": [[0.028, 1.895, -0.406], [1.104, -3.978, -1.084], [-0.024, -3.337, -0.503], [0.004, -1.830, -0.818], [-0.018, -1.764, -2.361], [-0.001, -0.459, -2.919], [1.270, -1.268, -0.150], [1.897, 0.506, -0.634], [-1.240, -1.256, -0.121], [-1.854, 0.519, -0.615], [1.122, -4.894, -0.795], [-0.022, -3.467, 0.585], [-0.953, -3.765, -0.898], [-0.930, -2.284, -2.686], [0.847, -2.327, -2.718], [0.018, -0.547, -3.877], [2.105, -1.942, -0.348], [1.115, -1.227, 0.928], [-1.066, -1.214, 0.953], [-2.094, -1.919, -0.291], [1.354, 2.502, 4.097], [-0.281, 2.989, 3.605], [-0.700, 4.504, 4.385], [-1.450, 1.736, 4.070], [-0.312, 3.124, 2.052], [-0.644, 4.175, 1.539], [0.036, 2.022, 1.488], [0.038, 4.272, -1.079], [-0.247, 4.544, -0.182], [0.895, 4.690, -1.218]], "forces_ev_per_a": [[-0.10, 0.38, -1.14], [0.00, 0.01, 0.03], [-0.01, -0.04, 0.16], [0.08, 0.24, -0.28], [-0.02, -0.03, 0.03], [-0.02, 0.04, 0.10], [0.06, -0.04, 0.04], [-0.58, -0.09, -0.09], [-0.06, -0.06, 0.07], [0.55, -0.11, -0.10], [0.00, -0.01, 0.01], [-0.02, 0.00, 0.00], [0.00, 0.00, 0.00], [0.03, -0.09, 0.02], [-0.04, -0.08, 0.00], [0.02, -0.03, 0.05], [0.05, 0.08, -0.04], [0.01, -0.17, 0.01], [0.00, -0.16, 0.01], [-0.06, 0.09, -0.05], [-0.03, 0.01, -0.02], [0.04, -0.11, 0.00], [-0.01, 0.03, -0.02], [0.01, 0.02, -0.01], [-0.02, -0.08, 0.22], [0.01, 0.01, -0.15], [0.03, 0.16, 1.05], [0.14, -0.01, 0.14], [-0.04, 0.01, 0.02], [-0.04, 0.01, -0.07]]}

Sequential HOMO energy output: -13.926 -7.719 -7.627 -9.241 -8.764 -7.823 eV
Sequential Kohn-Sham gap output: 0.140 0.236 0.280 0.363 0.344 0.235 Ha